[1]
{"formula": "C7H15N2O", "method": "ωB97M-V with the def2-TZVPD basis set", "gap_ev": 10.1, "charge": 1, "smiles": "CC1([C@H](O)C/[NH+]=C/N)CC1", "relative_energy_kcal_mol": 32.1, "elements": ["O", "N", "N", "C", "C", "C", "C", "C", "C", "C", "H", "H", "H", "H", "H", "H", "H", "H", "H", "H", "H", "H", "H", "H", "H"], "positions_angstrom": [[-0.058716, -1.692537, 0.314294], [-2.144630, -0.145411, -0.199692], [-4.345013, -0.084536, 0.503424], [0.278383, -0.331779, 0.412505], [1.674009, 0.001400, -0.053135], [-0.888402, 0.438759, -0.548157], [1.996249, -0.404882, -1.476627], [2.314083, 1.242093, 0.504156], [2.754877, -0.102217, 0.993692], [-3.218565, 0.490877, 0.139460], [-4.430899, -1.090572, 0.528361], [-2.097781, -1.164070, -0.166605], [3.070712, -0.491478, -1.606551], [3.723103, -0.465528, 0.686647], [-3.194693, 1.576480, 0.116622], [1.547492, -1.366127, -1.718792], [1.743987, 1.869495, 1.171960], [2.978877, 1.791175, -0.144009], [0.723020, -2.217054, 0.531153], [1.636958, 0.337130, -2.187808], [-5.162825, 0.463074, 0.714343], [-0.857439, 1.507435, -0.366068], [2.484756, -0.396306, 1.997068], [0.109032, 0.033497, 1.432859], [-0.636567, 0.201089, -1.579099]], "atomic_forces_ev_per_a": [[0.037, -0.198, -0.050], [-0.470, -0.524, 0.100], [-0.011, -0.201, -0.018], [-1.590, 1.842, -1.369], [-0.208, -0.171, -0.107], [2.896, -1.115, 1.346], [-0.012, 0.123, 0.162], [-0.103, -0.024, 0.009], [0.047, -0.097, 0.124], [-0.126, 0.236, -0.026], [-0.097, 0.059, 0.037], [-0.150, 0.081, 0.065], [0.098, 0.003, -0.069], [0.054, -0.019, -0.110], [0.014, -0.082, -0.001], [0.020, -0.095, -0.066], [-0.081, 0.013, 0.130], [0.056, -0.010, -0.106], [-0.121, -0.043, 0.000], [-0.040, 0.018, -0.113], [0.049, 0.020, 0.021], [-0.124, 0.065, 0.000], [-0.100, 0.034, 0.100], [0.072, -0.010, -0.004], [-0.110, 0.096, -0.056]]}

[2]
{"formula": "C7H15N2O5P", "method": "ωB97M-V with the def2-TZVPD basis set", "gap_ev": [9.0, 7.6], "charge": 0, "relative_energy_kcal_mol": 90.4, "elements": ["P", "O", "O", "O", "O", "O", "N", "N", "C", "C", "C", "C", "C", "C", "C", "H", "H", "H", "H", "H", "H", "H", "H", "H", "H", "H", "H", "H", "H", "H"], "positions_angstrom": [[-0.888644, -0.178300, -0.043515], [2.870801, 1.500655, -0.214350], [-0.979955, -1.721381, 0.355717], [-1.759923, 0.357076, 1.108163], [-1.470374, 0.097715, -1.340090], [2.978174, -2.022228, 1.233044], [3.069719, -1.893552, 0.105307], [1.317531, 1.302719, -1.801692], [-1.937628, 1.761382, 1.352656], [-1.913178, 2.759282, 0.204224], [0.342787, -2.721635, -1.366984], [1.823488, 1.036491, -0.555315], [-0.916553, -2.765071, -0.635792], [0.816791, 0.439721, 0.408648], [1.253853, 0.216182, 1.755301], [1.289824, -0.949543, 1.875513], [1.915854, 1.884226, -2.440511], [-1.136399, 2.154227, 2.034194], [-2.884904, 1.866529, 1.814954], [0.745366, -1.727165, -1.645313], [0.447574, 0.582648, 2.347334], [-1.006002, 2.889870, -0.276373], [0.325174, -3.341921, -2.218807], [-2.412217, 3.707320, 0.578621], [0.346530, 1.075525, -1.926963], [-1.712244, -2.779355, -1.337089], [-1.063696, -3.710946, -0.084797], [-2.776809, 2.577943, -0.562018], [2.245979, 0.699955, 1.981980], [1.069090, -3.098361, -0.706040]], "atomic_forces_ev_per_a": [[1.229, -1.061, 0.695], [2.075, -0.139, 1.049], [0.165, -0.050, 0.018], [-0.785, 1.196, 1.587], [0.480, 0.634, -1.979], [0.349, -0.350, 0.058], [0.009, 0.194, -0.116], [1.149, 0.112, -0.264], [1.441, 1.289, 0.086], [-5.173, 0.159, -0.530], [1.644, 0.937, 0.001], [-2.852, 1.019, -0.851], [-0.865, -0.296, 0.932], [-0.107, -0.444, -2.715], [0.996, -1.739, 0.639], [-0.007, 2.086, 0.375], [-1.314, -1.031, 1.003], [-0.651, -0.841, -0.127], [-0.770, -0.200, 0.710], [-0.779, -0.344, -0.077], [-0.345, 0.124, 1.308], [1.707, 0.459, -0.887], [-0.050, -0.710, -1.124], [1.482, -0.673, 0.144], [-0.260, 0.118, -0.836], [-1.266, 0.865, -0.385], [0.400, 0.448, -0.007], [1.873, -0.487, 0.872], [-1.097, -0.607, -0.229], [1.321, -0.668, 0.651]]}